1.
Computed, not measured: a cluster of 8 separate species, C23H60O12 in total in a non-equilibrium geometry, with ωB97M-V/def2-TZVPD.

- Gap between HOMO and LUMO: 9.82 eV
- 2S+1: 1

```
95
Properties=species:S:1:pos:R:3:forces:R:3:mulliken_charge:R:1
C -0.428896 -0.553880 4.611103 0.53 -0.05 -0.47 -0.6692
C -0.338501 0.737481 3.786595 0.25 -0.09 -0.15 0.9703
C -1.372048 1.610914 4.484404 0.26 -0.50 -0.43 -0.3353
O -1.187149 1.326428 5.862250 0.20 0.27 0.17 -0.4684
C -0.858755 -0.049894 5.995803 -0.50 -0.49 -0.24 -0.5195
H 0.514674 -1.105560 4.606045 0.03 0.15 0.23 0.2905
H -1.145576 -1.242305 4.157710 -0.24 0.16 0.17 0.2909
H -0.505153 0.555712 2.724996 -0.34 0.12 0.07 -0.6532
H 0.650254 1.203340 3.846664 -0.02 -0.09 0.24 0.0546
H -2.379763 1.313677 4.167978 -0.05 0.24 0.00 0.1489
H -1.203004 2.667023 4.293787 -0.24 0.11 0.22 0.1983
H -1.755975 -0.594507 6.314668 0.10 -0.01 0.17 0.2724
H -0.082859 -0.180796 6.747121 0.03 0.20 0.08 0.3197
C 3.712518 0.180216 3.241582 -0.39 0.29 0.12 -0.6554
O 3.268546 1.524390 3.195361 -0.17 -0.30 -0.03 -0.3174
C 3.626083 2.221396 2.021720 0.43 0.25 0.23 0.5321
C 2.600647 3.299852 1.802178 -0.71 -0.53 -0.73 0.1348
O 2.878622 4.422685 2.581312 -0.03 -0.01 0.26 -0.4206
C 1.925499 5.441958 2.397804 -0.19 -0.23 -0.11 -0.3421
H 3.593865 -0.299385 2.264646 0.23 -0.04 -0.02 0.2714
H 3.052015 -0.331162 3.943398 0.14 -0.03 0.08 0.1744
H 4.741597 0.120958 3.603131 0.09 -0.14 -0.15 0.2871
H 3.671672 1.545331 1.162329 -0.16 -0.02 0.02 -0.5865
H 4.616929 2.680262 2.151352 -0.02 -0.04 -0.13 0.4160
H 1.629412 2.829345 2.045441 0.04 0.33 0.34 -0.4098
H 2.474527 3.557061 0.733114 0.50 0.13 0.11 0.4432
H 2.067544 5.913826 1.418102 -0.03 0.19 0.12 0.3153
H 2.033277 6.146725 3.216595 0.12 0.18 -0.11 0.2935
H 0.902160 5.043614 2.428775 0.05 -0.03 0.04 -0.0950
C -1.847653 3.144553 1.184323 -0.60 -0.29 0.46 -0.0122
O -2.792078 4.196337 1.071958 0.36 0.24 -0.14 -0.4633
C -2.953339 5.027537 2.195429 0.38 0.34 -0.21 -0.4273
C -4.166955 4.682073 3.004405 0.05 -0.97 0.16 -0.5514
O -4.004154 3.375605 3.559595 0.29 0.44 -0.14 -0.1415
C -5.088632 2.998754 4.364682 -0.34 0.17 0.09 -0.8438
H -1.597045 2.845964 0.171304 0.12 -0.15 0.03 0.2419
H -2.313898 2.316938 1.731294 0.14 -0.15 -0.19 0.2014
H -0.947088 3.410226 1.753709 -0.02 0.32 -0.20 -0.1699
H -3.075559 6.043891 1.803050 -0.09 0.01 0.13 0.3597
H -2.052808 5.044768 2.825013 -0.05 -0.20 -0.02 0.1758
H -5.033811 4.672578 2.332713 -0.14 0.24 0.19 0.3301
H -4.278096 5.380507 3.840140 -0.23 0.27 -0.19 0.3891
H -4.730645 2.287601 5.107567 -0.06 -0.13 -0.09 0.2107
H -5.900662 2.568235 3.764324 0.08 -0.11 0.06 0.3105
H -5.515374 3.860921 4.896684 0.13 -0.05 0.04 0.3561
C 0.665347 -3.227944 0.034206 0.35 0.15 0.49 -0.4026
O -0.262604 -4.082207 -0.581562 -0.07 -0.07 -0.01 -0.4170
C 0.178792 -4.519361 -1.849905 -0.10 0.02 0.47 -0.3631
C -0.907145 -5.342840 -2.463227 -0.13 0.10 -0.42 -0.8133
O -2.002441 -4.497634 -2.772814 0.15 -0.09 -0.04 -0.2790
C -3.155230 -5.232469 -3.109393 -0.26 -0.27 0.12 -0.9428
H 1.599432 -3.754107 0.279455 -0.02 0.02 -0.21 0.4027
H 0.256799 -2.878639 0.983570 -0.20 -0.09 -0.12 0.2002
H 0.894188 -2.342495 -0.569740 -0.03 -0.17 -0.13 -0.0030
H 1.069343 -5.149861 -1.738097 0.16 0.17 -0.15 0.5264
H 0.382135 -3.647257 -2.485158 0.27 -0.09 -0.07 0.1729
H -1.227159 -6.132237 -1.776438 0.07 -0.07 -0.02 0.4324
H -0.522665 -5.771817 -3.398949 -0.07 -0.24 0.12 0.3993
H -3.550384 -5.758021 -2.229442 -0.02 0.13 -0.04 0.3429
H -2.961468 -5.997501 -3.871560 0.15 0.16 -0.07 0.3229
H -3.899289 -4.539030 -3.491195 -0.02 0.05 0.04 0.2826
C 2.777211 -0.825457 -8.329771 0.00 -0.39 0.17 -0.7560
O 2.730438 -1.287049 -6.992967 0.36 0.09 -0.36 -0.2624
C 1.655316 -2.145837 -6.778160 -1.12 -0.13 -0.33 -0.4441
C 1.690903 -2.622731 -5.352469 1.00 -0.10 0.32 -0.4044
O 1.325144 -1.644524 -4.408535 -0.19 -0.03 0.18 -0.2614
C -0.065198 -1.442504 -4.338699 -0.76 0.38 -0.06 -0.5818
H 3.633690 -0.163211 -8.399844 -0.10 0.20 -0.08 0.2371
H 1.838200 -0.329845 -8.600003 0.13 0.21 -0.01 0.3132
H 2.923555 -1.659769 -9.030407 0.00 0.02 0.07 0.3002
H 1.643815 -3.010168 -7.465330 0.38 0.04 0.08 0.4037
H 0.707229 -1.619891 -7.002995 0.13 -0.05 0.18 0.2857
H 2.744259 -2.847954 -5.136882 -0.14 0.01 -0.01 0.2756
H 1.150270 -3.564250 -5.199414 -0.36 0.13 -0.13 0.2732
H -0.484904 -0.908114 -5.203889 0.26 -0.24 -0.15 0.2967
H -0.323104 -0.805144 -3.493795 0.38 -0.14 0.18 0.0382
H -0.613303 -2.386600 -4.224751 0.07 -0.02 -0.03 0.3757
C 4.267075 0.252914 -1.179735 0.24 -0.72 -0.64 -0.6323
O 4.077559 -1.027338 -0.574118 -0.19 0.20 0.06 -0.4742
H 4.979221 0.783197 -0.556638 -0.15 0.26 0.03 0.2521
H 4.708202 0.113406 -2.173129 0.12 0.19 0.08 0.3673
H 3.328633 0.789229 -1.338267 0.01 0.15 0.37 0.2066
H 3.636141 -1.584049 -1.221097 -0.05 -0.07 0.03 0.2687
C 0.483947 0.275339 0.163352 0.16 -0.34 -1.28 0.4763
O -0.624623 0.444086 -0.720488 0.06 0.28 0.76 -0.4978
H 0.837255 1.235642 0.531128 -0.22 0.11 0.03 -0.0270
H 0.276379 -0.398343 0.998030 -0.04 0.08 0.02 0.0382
H 1.265683 -0.160267 -0.473728 0.42 0.03 0.62 -0.0635
H -0.827924 -0.443905 -1.047610 -0.34 -0.05 -0.21 0.2354
C -3.061002 -1.848668 -0.960358 -0.03 -0.07 0.50 -0.8910
O -1.843388 -1.867430 -1.675743 0.04 0.30 -0.15 -0.3770
H -3.262555 -0.813053 -0.689962 -0.08 -0.01 -0.11 0.3069
H -3.894510 -2.254653 -1.540010 0.04 0.09 -0.09 0.2881
H -2.982428 -2.421247 -0.026829 0.00 -0.01 -0.09 0.3095
H -1.659205 -2.779588 -1.928792 -0.14 -0.12 0.01 0.3562
```
Positions in Å, forces in eV/Å.

2.
Computed, not measured: an isolated molecule of C2H7O4P in a non-equilibrium geometry, with ωB97M-V/def2-TZVPD.

- Relative energy (zero: lowest compared OMol25 entry of this formula, charge and spin): 108.4 kcal/mol
- Gap between HOMO and LUMO: 8.52 eV
- 2S+1: 1

```
14
Properties=species:S:1:pos:R:3:forces:R:3:mulliken_charge:R:1
C -1.274082 -0.851311 0.575954 0.62 4.89 -2.57 -0.6961
O 0.095948 -1.056326 0.668201 3.27 1.44 -0.72 -0.4289
P 1.381382 0.047722 0.054324 -3.82 -1.64 1.56 0.8547
O 1.732363 -0.721696 -1.284217 -1.37 -0.06 -0.14 -0.4408
O 2.486156 -0.530142 1.129903 -0.94 -1.69 -1.31 -0.5298
C 0.523197 1.520213 -0.491748 2.94 2.45 0.27 -0.4050
O 0.214150 2.516314 0.484921 -1.05 -0.54 0.39 -0.4488
H -1.613128 -0.155470 1.333139 -0.11 0.31 0.35 0.2373
H -1.789585 -1.695658 0.701723 -1.65 -3.67 0.45 0.3453
H -1.598360 -0.381199 -0.441986 0.65 -0.81 1.55 0.2987
H 2.655871 -0.705915 -1.388972 2.10 -0.19 -0.61 0.3342
H 2.319584 -1.534696 1.020716 0.56 1.86 0.79 0.3824
H 1.372887 2.170261 -1.115378 -2.04 -2.13 0.93 0.1853
H -0.586367 2.326541 1.030021 0.84 -0.22 -0.93 0.3114
```
Positions in Å, forces in eV/Å.

3.
Computed, not measured: a structure of composition C4H4NO in a non-equilibrium geometry, with ωB97M-V/def2-TZVPD.

- Relative energy (zero: lowest compared OMol25 entry of this formula, charge and spin): 121.1 kcal/mol
- Gap between HOMO and LUMO (alpha / beta): 6.60 / 6.65 eV
- Total charge: +1
- 2S+1: 1

```
10
Properties=species:S:1:pos:R:3:forces:R:3:mulliken_charge:R:1
C -2.219007 -1.142657 0.215296 -4.03 4.75 -0.78 0.1497
C -1.835300 0.823558 -0.189703 -0.16 -1.64 0.28 -0.1450
C -1.085384 -0.381059 0.017105 -0.78 0.23 0.48 0.6890
C 0.377147 -0.521408 -0.023372 0.08 1.07 2.73 -1.0876
N -3.498311 -0.571625 0.167127 2.56 -3.36 0.38 -0.1129
O -3.184094 0.696256 -0.132895 1.40 -0.79 0.31 -0.0135
H -1.514285 1.826196 -0.351804 0.62 0.44 -0.20 0.4516
H 0.663630 -0.988054 -0.879707 0.83 -1.92 -2.31 0.3515
H 0.932914 -0.880041 0.889182 -1.13 -0.01 -0.86 0.3295
H 0.722062 0.468220 -0.170107 0.61 1.22 -0.04 0.3876
```
Positions in Å, forces in eV/Å.

4.
Computed, not measured: a structure of composition CH5NP2 in a non-equilibrium geometry, with ωB97M-V/def2-TZVPD.

- Relative energy (zero: lowest compared OMol25 entry of this formula, charge and spin): 14.9 kcal/mol
- Gap between HOMO and LUMO: 8.09 eV
- 2S+1: 1

```
9
Properties=species:S:1:pos:R:3:forces:R:3:mulliken_charge:R:1
C -1.428223 0.766168 0.867992 3.23 0.27 -0.38 -0.7902
N 0.713095 -0.164540 -0.185618 -0.70 -0.36 1.51 -0.1070
P -0.041227 -0.588406 1.117810 -1.71 1.29 -0.69 0.1205
P 2.119553 -0.834474 -0.782924 0.17 -0.87 -1.68 -0.1479
H -2.380922 0.428670 0.581652 -1.36 -0.74 0.12 0.3081
H -1.425386 1.387732 1.790362 -0.27 -0.06 -0.87 0.2580
H -0.962048 1.223787 -0.090101 -0.87 -0.11 1.96 0.2493
H 1.588564 -2.125887 -1.343017 0.52 1.17 0.52 0.0543
H 1.816593 -0.093049 -1.956156 1.00 -0.58 -0.52 0.0549
```
Positions in Å, forces in eV/Å.

Question: Which value of 2S+1 does entry 4 give?
Answer: 1

What did the fourth record say?
Computed, not measured: a structure of composition CH5NP2 in a non-equilibrium geometry, with ωB97M-V/def2-TZVPD.

- Relative energy (zero: lowest compared OMol25 entry of this formula, charge and spin): 14.9 kcal/mol
- Gap between HOMO and LUMO: 8.09 eV
- 2S+1: 1

```
9
Properties=species:S:1:pos:R:3:forces:R:3:mulliken_charge:R:1
C -1.428223 0.766168 0.867992 3.23 0.27 -0.38 -0.7902
N 0.713095 -0.164540 -0.185618 -0.70 -0.36 1.51 -0.1070
P -0.041227 -0.588406 1.117810 -1.71 1.29 -0.69 0.1205
P 2.119553 -0.834474 -0.782924 0.17 -0.87 -1.68 -0.1479
H -2.380922 0.428670 0.581652 -1.36 -0.74 0.12 0.3081
H -1.425386 1.387732 1.790362 -0.27 -0.06 -0.87 0.2580
H -0.962048 1.223787 -0.090101 -0.87 -0.11 1.96 0.2493
H 1.588564 -2.125887 -1.343017 0.52 1.17 0.52 0.0543
H 1.816593 -0.093049 -1.956156 1.00 -0.58 -0.52 0.0549
```
Positions in Å, forces in eV/Å.